(1)
The following is a quantum chemistry calculation of a cluster of 2 separate species, C2HFI2 in total at a distorted geometry, from the Open Molecules 2025 dataset.

The value obtained for the highest occupied orbital energy is -9.39 eV. Its total energy is -771.957599 Eh. The calculation puts the orbital gap at 7.967 eV. As for the structure (SMILES): C#CF.II. The value obtained for the energy above the lowest of the compared OMol25 structures with the same formula, charge and spin is 130.71 kJ/mol. The multiplicity is 1.

```
6
Properties=species:S:1:pos:R:3:forces:R:3:mulliken_charge:R:1
C 1.060 1.203 0.351 1.0332 0.1907 -4.5132 -0.207
C 0.726 0.818 1.406 -0.5838 -1.5699 3.8420 0.124
F 0.504 0.338 2.604 0.0359 0.8189 -1.3018 -0.225
I 5.050 -0.656 0.805 0.0069 -0.1239 0.9309 0.010
I 4.995 -0.308 -1.754 -0.0374 0.1345 -0.9215 -0.011
H 1.324 1.176 -0.740 -0.4548 0.5497 1.9636 0.309
```
Forces are in eV/Å.

=====

(2)
The following is a quantum chemistry calculation of the molecule C5H8ClNS at a distorted geometry, from the Open Molecules 2025 dataset.

The value obtained for the highest occupied orbital energy is -8.30 eV. Its total energy is -1108.417760 Eh. The calculation puts the orbital gap at 8.993 eV. As for the structure (SMILES): CC1=NSCC[C@H]1Cl. The value obtained for the energy above the lowest of the compared OMol25 structures with the same formula, charge and spin is 56.05 kJ/mol. The multiplicity is 1.

```
16
Properties=species:S:1:pos:R:3:forces:R:3:mulliken_charge:R:1
C 1.204 1.993 -0.173 3.5475 0.4299 2.8226 -1.187
C 0.231 0.931 -0.107 -2.7236 1.6118 -2.0270 0.610
C -1.522 -1.352 -0.361 -1.8071 1.2244 2.0158 -0.759
C -0.490 -1.309 0.697 0.5316 0.1006 1.2622 -0.713
C 0.614 -0.404 0.318 1.5953 -0.9619 0.0859 0.035
H 2.111 1.816 -0.782 -0.5528 -0.1921 0.1496 0.254
H 0.807 2.922 -0.391 -1.1939 1.6073 -1.1487 0.421
H 1.603 2.240 0.879 -0.2070 -0.7786 -1.1283 0.269
H -1.156 -1.746 -1.216 1.2241 -1.5229 -2.6689 0.459
H -2.406 -1.868 -0.061 -0.5319 -0.8000 0.2457 0.375
H -0.774 -0.934 1.677 -0.9063 0.1820 0.0508 0.277
H -0.032 -2.251 0.951 -0.1367 -0.7040 -0.3518 0.335
H 1.400 -0.474 1.077 -0.3645 0.7408 0.0817 0.348
N -0.915 1.272 -0.648 1.8037 -0.4653 1.3399 -0.508
S -2.193 0.261 -0.775 -0.6322 -0.0710 -0.0646 -0.037
Cl 1.519 -1.097 -1.085 0.3537 -0.4010 -0.6649 -0.177
```
Forces are in eV/Å.

=====

(3)
The following is a quantum chemistry calculation of the molecule C19H24N4O3, from the Open Molecules 2025 dataset.

The value obtained for the highest occupied orbital energy is -8.27 eV. Its total energy is -1183.209795 Eh. The calculation puts the orbital gap at 8.849 eV. As for the structure (SMILES): [H]/N=c1/[nH]cc(C(=O)N2C[C@H](C)[C@H](NC(=O)CCc3cccc(C)c3)C2)o1. The value obtained for the energy above the lowest of the compared OMol25 structures with the same formula, charge and spin is 138.60 kJ/mol. The multiplicity is 1.

```
50
Properties=species:S:1:pos:R:3:forces:R:3:mulliken_charge:R:1
C -0.115 5.027 0.745 -0.0014 -0.0019 -0.0103 -1.512
C 0.642 3.878 1.355 -0.0153 -0.0040 0.0010 0.795
C 0.081 3.116 2.375 -0.0004 0.0019 -0.0076 -0.638
C 0.766 2.034 2.905 0.0268 0.0036 0.0222 -0.684
C 2.028 1.701 2.433 -0.0135 0.0082 0.0225 -0.323
C 2.618 2.459 1.427 0.0079 0.1258 -0.1000 0.421
C 3.996 2.123 0.910 0.0602 -0.2207 0.1200 -1.337
C 3.980 1.162 -0.293 -0.1733 0.1574 -0.0804 -0.585
C 3.112 -0.044 -0.003 0.1313 -0.0425 0.0803 0.512
O 3.383 -0.827 0.892 -0.0117 -0.0074 0.0013 -0.686
N 2.015 -0.183 -0.790 0.0172 0.0085 -0.0836 -0.088
C 1.037 -1.217 -0.564 0.0265 -0.0123 0.0394 -0.611
C 0.351 -1.654 -1.855 -0.0116 -0.0048 -0.0021 -1.077
N -0.915 -2.200 -1.385 -0.0083 -0.0266 -0.0044 0.149
C -1.769 -2.708 -2.299 0.0103 0.0029 -0.0085 0.085
O -1.523 -2.683 -3.499 -0.0052 0.0039 0.0012 -0.704
C -3.030 -3.329 -1.855 -0.0090 -0.0037 0.0248 0.526
C -4.033 -3.755 -2.627 -0.0013 -0.0006 -0.0075 -0.258
N -4.980 -4.312 -1.795 -0.0006 0.0015 0.0176 -0.083
C -4.555 -4.239 -0.486 -0.0048 -0.0033 -0.0111 0.382
N -5.177 -4.655 0.528 0.0049 0.0024 0.0045 -0.790
O -3.328 -3.622 -0.524 0.0021 0.0007 -0.0048 -0.319
C -1.133 -1.950 0.049 -0.0033 0.0045 -0.0057 -0.879
C -0.135 -0.836 0.358 0.0105 0.0410 0.0185 0.741
C -0.702 0.539 0.027 -0.0092 -0.0245 -0.0161 -1.353
C 1.911 3.536 0.898 0.0036 -0.0300 0.0005 -0.281
H 0.562 5.774 0.332 0.0023 -0.0009 0.0027 0.371
H -0.756 4.677 -0.067 -0.0029 0.0062 -0.0014 0.274
H -0.755 5.514 1.481 0.0039 -0.0007 0.0037 0.392
H -0.901 3.375 2.756 -0.0009 -0.0015 0.0000 0.407
H 0.318 1.450 3.700 0.0010 -0.0023 -0.0016 0.434
H 2.563 0.855 2.846 0.0025 -0.0014 0.0007 0.401
H 4.522 3.034 0.623 0.0006 0.0060 0.0055 0.477
H 4.570 1.651 1.709 -0.0067 0.0067 0.0092 0.363
H 3.624 1.687 -1.183 0.0002 -0.0051 -0.0030 0.248
H 4.991 0.805 -0.494 0.0023 0.0060 -0.0013 0.395
H 1.802 0.550 -1.446 -0.0102 0.0001 0.0095 0.374
H 1.572 -2.056 -0.119 -0.0196 -0.0076 -0.0115 0.404
H 0.176 -0.810 -2.532 0.0063 0.0013 0.0104 0.352
H 0.917 -2.399 -2.412 -0.0008 -0.0066 -0.0014 0.406
H -4.125 -3.704 -3.696 0.0012 -0.0002 -0.0005 0.494
H -5.858 -4.725 -2.049 0.0034 0.0023 -0.0124 0.160
H -4.653 -4.488 1.379 0.0017 0.0012 -0.0013 0.248
H -2.159 -1.646 0.242 -0.0031 -0.0008 -0.0009 0.472
H -0.927 -2.850 0.633 0.0053 0.0039 0.0016 0.304
H 0.178 -0.863 1.403 0.0008 -0.0139 -0.0131 0.465
H -1.058 0.583 -1.006 0.0003 0.0104 0.0008 0.366
H -1.547 0.771 0.677 0.0020 0.0027 0.0036 0.383
H 0.048 1.317 0.175 -0.0224 0.0125 -0.0097 0.014
H 2.371 4.139 0.120 0.0005 0.0020 -0.0014 0.394
```
Forces are in eV/Å.

=====

(4)
The following is a quantum chemistry calculation of a structure of composition C44H49Cl3N8O6SSiSr, from the Open Molecules 2025 dataset.

The value obtained for the highest occupied orbital energy is -2.29 eV. Its total energy is -4694.901885 Eh. The calculation puts the orbital gap at 6.254 eV. The net charge is -2. The value obtained for the energy above the lowest of the compared OMol25 structures with the same formula, charge and spin is 0.00 kJ/mol. The multiplicity is 1.

```
113
Properties=species:S:1:pos:R:3:forces:R:3:mulliken_charge:R:1
Sr -0.118 -0.726 0.600 0.0977 0.2475 -0.7347 1.294
O -0.952 3.979 1.242 0.1592 0.0167 0.0149 -0.690
C -2.283 4.002 1.106 -0.0074 -0.0265 -0.0110 0.281
C -2.899 5.234 0.874 -0.0852 0.0262 -0.0103 -0.647
C -4.267 5.308 0.692 -0.0182 -0.0143 0.0024 -0.267
C -5.047 4.156 0.742 0.0088 0.0247 -0.0044 -0.837
C -4.436 2.936 0.979 -0.0466 0.0324 0.0038 -0.405
C -3.063 2.834 1.170 0.1136 0.0167 -0.0471 0.125
C -2.396 1.510 1.372 -0.1831 -0.2285 0.2540 0.434
O -1.114 1.493 1.447 0.0196 -0.0492 -0.0748 -0.407
N -3.198 0.479 1.481 0.1153 -0.0334 -0.0319 -0.958
N -2.480 -0.715 1.604 -0.1500 0.2143 0.2220 1.162
C -3.146 -1.658 2.143 -0.1301 -0.2620 -0.0137 -1.813
C -2.668 -3.006 2.464 -0.1717 0.3655 -0.0550 1.376
C -3.638 -3.897 2.921 -0.0904 -0.0558 0.0547 -0.670
C -3.354 -5.198 3.293 0.1130 -0.0249 -0.0112 -0.840
C -2.023 -5.618 3.219 -0.1107 0.0009 0.0254 -0.620
C -1.041 -4.759 2.783 0.0245 -0.1512 0.0246 -0.610
C -1.308 -3.428 2.366 0.2953 0.0123 -0.1519 -0.006
O -0.350 -2.692 1.921 -0.1245 -0.1465 0.3243 0.472
H -0.716 3.000 1.352 -0.0330 0.0165 -0.0105 0.193
H -2.274 6.115 0.829 0.0390 0.0406 -0.0011 0.420
H -4.728 6.270 0.503 -0.0234 0.0305 -0.0069 0.365
H -6.117 4.210 0.585 -0.0200 -0.0014 0.0009 0.373
H -5.009 2.021 1.015 -0.0254 -0.0418 -0.0006 0.451
H -4.191 -1.448 2.403 0.0948 -0.0252 0.0413 0.043
H -4.662 -3.540 2.973 -0.0047 -0.0044 0.0060 0.306
H -4.137 -5.865 3.626 -0.0226 -0.0269 0.0147 0.345
H -1.758 -6.633 3.501 0.0021 -0.0055 0.0029 0.392
H -0.014 -5.098 2.706 0.0372 0.0086 -0.0018 0.053
C 5.645 2.874 2.796 0.1790 -0.0723 -0.0515 -1.011
Si 3.952 3.299 3.450 -0.0476 -0.0757 0.0083 0.182
C 4.225 3.928 5.205 -0.0173 0.0719 0.0906 -1.249
C 3.216 4.725 2.515 -0.1024 0.0739 -0.2470 -0.908
C 2.846 1.806 3.589 0.0467 0.0618 0.0003 0.035
C 2.473 1.310 4.822 0.0133 -0.0827 0.0421 0.153
C 1.616 0.218 4.928 -0.0092 0.0497 0.0813 -1.475
C 1.136 -0.315 3.752 -0.0131 -0.0666 -0.1118 -0.917
N 1.480 0.127 2.541 -0.0538 -0.1484 0.2179 1.559
C 2.335 1.165 2.427 -0.1117 0.0228 -0.1592 -0.634
S 2.759 1.701 0.843 0.0646 -0.0247 0.0244 -0.512
H 6.281 3.761 2.756 0.0376 0.0300 -0.0075 0.321
H 5.556 2.451 1.798 0.0086 -0.0261 -0.0919 0.234
H 6.123 2.137 3.443 0.0621 -0.0346 0.0273 0.303
H 4.840 4.830 5.183 0.0478 0.0395 0.0001 0.293
H 4.731 3.194 5.831 0.0631 -0.0687 0.0867 0.304
H 3.279 4.185 5.683 -0.0509 0.0287 0.0470 0.310
H 3.707 5.656 2.801 0.0536 0.1450 0.0466 0.355
H 2.152 4.810 2.733 -0.0937 0.0440 -0.0108 0.300
H 3.316 4.578 1.439 -0.0290 0.0050 0.0635 0.197
H 2.849 1.778 5.724 0.0169 0.0346 0.0937 0.307
H 1.310 -0.180 5.886 -0.0208 -0.0077 0.0005 0.430
H 0.436 -1.144 3.758 -0.0410 -0.0793 -0.0131 0.505
Cl -4.344 -5.379 -5.428 0.0626 0.0641 0.1086 -0.298
C -3.386 -4.531 -4.218 -0.0584 -0.0644 -0.0679 0.414
C -2.737 -3.361 -4.548 0.0846 -0.0523 -0.1021 -0.574
C -1.988 -2.703 -3.588 0.0871 0.0765 -0.2239 0.165
Cl -1.154 -1.253 -4.077 0.0087 0.0608 -0.0524 -0.086
C -1.822 -3.132 -2.233 -0.0825 -0.1525 0.0943 -0.994
O -1.157 -2.522 -1.366 0.0879 0.1818 0.2040 0.334
C -2.515 -4.378 -1.997 0.0190 -0.0276 0.1010 0.425
Cl -2.368 -5.081 -0.416 0.0358 0.0568 0.0124 -0.188
C -3.265 -5.047 -2.935 -0.0801 -0.0567 -0.0118 -0.746
H -2.798 -2.957 -5.550 -0.0086 0.0329 0.0011 0.388
H -3.756 -5.972 -2.666 -0.0035 -0.0101 0.0076 0.449
C 3.845 -1.984 1.865 -0.0080 0.0950 0.0395 -1.019
N 3.127 -3.139 1.357 0.0174 -0.0985 -0.1333 0.267
C 3.101 -4.307 2.214 0.0192 -0.0114 0.0301 -1.177
C 2.314 -3.000 0.277 0.0246 -0.1273 0.1894 0.740
C 1.565 -4.197 -0.243 -0.0198 -0.0265 0.0257 -0.795
O 2.193 -1.917 -0.287 -0.1147 0.1357 -0.1266 -0.521
H 4.913 -2.212 1.926 0.0105 -0.0078 0.0051 0.414
H 3.481 -1.722 2.861 0.0189 0.0447 0.0186 0.412
H 3.688 -1.132 1.207 -0.0161 -0.0152 0.0170 0.061
H 3.880 -4.185 2.966 -0.0297 -0.0303 -0.0098 0.467
H 3.307 -5.226 1.665 0.0036 0.0061 0.0131 0.380
H 2.140 -4.404 2.725 -0.0145 -0.0034 0.0149 0.246
H 1.889 -5.150 0.165 0.0057 -0.0316 -0.0259 0.409
H 1.662 -4.195 -1.327 0.0043 -0.0083 -0.0171 0.297
H 0.507 -4.053 -0.018 -0.0416 0.0241 0.0364 -0.102
N 0.524 0.169 -1.778 0.3274 0.2810 -0.0555 0.808
C 1.528 0.271 -2.334 -0.3609 -0.1085 -0.0636 -0.806
N 2.636 0.335 -3.058 0.2615 -0.0584 0.0838 0.155
C 2.496 0.034 -4.479 -0.0720 -0.0177 -0.1241 -0.757
C 2.178 1.295 -5.278 0.0084 -0.0224 -0.0285 -0.415
C 3.204 2.388 -4.989 0.0009 -0.0186 0.0154 -0.812
C 3.293 2.665 -3.490 0.0202 0.0162 -0.0036 -0.432
C 3.597 1.385 -2.721 0.0552 0.0299 -0.0261 -0.199
H 1.712 -0.715 -4.590 0.0476 -0.0089 -0.0053 0.372
H 3.441 -0.405 -4.819 -0.0041 0.0262 0.0140 0.351
H 1.180 1.643 -4.996 -0.0230 -0.0062 -0.0019 0.177
H 2.153 1.057 -6.345 -0.0215 -0.0068 0.0084 0.404
H 2.952 3.300 -5.535 -0.0018 0.0105 -0.0045 0.353
H 4.186 2.060 -5.351 0.0290 0.0080 -0.0200 0.318
H 2.341 3.068 -3.132 -0.0066 0.0152 0.0233 0.205
H 4.062 3.410 -3.277 -0.0021 0.0147 0.0192 0.430
H 3.563 1.536 -1.645 0.0133 -0.0036 0.0795 -0.239
H 4.593 1.008 -2.978 -0.0071 0.0107 -0.0273 0.323
N -4.852 -1.092 -3.666 0.0312 -0.0180 0.1081 -0.199
C -4.914 0.250 -3.824 -0.0454 0.1139 0.0873 -0.051
O -5.778 0.791 -4.502 -0.0373 0.0219 -0.0750 -0.721
C -3.860 1.042 -3.115 0.0025 -0.1517 0.0376 0.565
C -3.513 2.287 -3.612 -0.0388 0.1175 -0.0777 -0.279
C -2.489 2.989 -3.006 0.0167 -0.0131 0.0032 -1.502
C -1.838 2.407 -1.927 0.0702 0.0013 0.0369 -0.225
N -2.183 1.233 -1.416 -0.2150 -0.1366 -0.0757 0.724
C -3.185 0.578 -1.989 0.0832 -0.0361 -0.0716 -0.809
H -5.503 -1.650 -4.193 0.0228 -0.0027 -0.0039 0.252
H -4.022 -1.545 -3.311 -0.0943 0.0114 -0.0298 0.067
H -4.050 2.681 -4.466 -0.0131 -0.0149 -0.0167 0.451
H -2.192 3.965 -3.363 0.0310 0.0368 0.0021 0.487
H -1.004 2.901 -1.442 0.0454 0.0616 0.0439 0.748
H -3.455 -0.360 -1.519 -0.0116 -0.0832 0.0379 0.493
```
Forces are in eV/Å.